# C3H3BrO

One molecule with the formula C3H3BrO (ωB97M-V/def2-TZVPD, the OMol25 dataset).

Structure (XYZ):
```
8
Properties=species:S:1:pos:R:3:forces:R:3
C -1.61629 1.20155 -0.04405 1.7407 -2.1316 0.0251
C -0.81700 0.28948 -0.03872 -0.2353 1.3230 0.2126
C 0.37252 -0.57971 -0.02007 -0.0009 1.7335 -1.2022
O 1.36187 -0.06988 0.76939 -1.4594 2.2501 -1.1344
Br 1.00951 -0.62707 -1.95229 0.0427 0.0510 0.1538
H -2.28305 1.99719 -0.06896 -0.8131 0.7300 -0.0081
H 0.12594 -1.58612 0.03565 -0.2567 -1.8096 0.8748
H 1.84649 -0.62544 1.31904 0.9818 -2.1463 1.0784
```
Forces are in eV/Å.

Results
SMILES ... C#C[C@H](O)Br
LUMO energy ... 0.6 eV
Total energy ... -75246.893 eV
Relative energy (zero: lowest compared OMol25 entry of this formula, charge and spin) ... 37.76 kcal per mole



# C4H9N2O3

An isolated ion of composition C4H9N2O3 and charge +1 (ωB97M-V/def2-TZVPD, the OMol25 dataset).

Structure (XYZ):
```
18
Properties=species:S:1:pos:R:3:forces:R:3
C -1.30306 -0.36786 -0.15737 5.1180 4.9971 1.7450
C 0.30972 0.32540 -0.10280 -6.8305 -4.8236 0.3053
C -2.39786 0.47827 0.18201 1.5244 -2.1624 -3.8952
C 1.57937 -0.39986 0.02658 0.3315 -0.4757 2.4294
N -3.59441 -0.04393 -0.14684 1.4402 2.3725 1.4162
N 2.58044 0.63842 0.10157 0.0245 0.3348 0.4241
O -2.39052 1.80986 0.27910 2.2652 -0.3673 1.5491
O -1.34540 -1.67901 -0.21105 -0.3204 -2.0483 -0.1835
O 0.38801 1.53030 -0.05878 0.9216 4.7640 0.3180
H 1.72880 -1.06887 -0.76878 0.0924 -1.2136 -0.9320
H 1.55504 -0.95618 1.04123 -0.0782 0.5672 -1.7444
H -3.79792 -0.94399 -0.42266 -0.0384 -2.1231 -0.4599
H -4.26502 0.52257 0.24484 -2.6539 0.9696 0.5704
H 2.99075 0.81936 -0.79525 0.7926 -0.0940 -0.1506
H 3.23522 0.43610 0.84496 0.3786 0.3968 -0.3642
H 1.46896 1.76295 0.10619 -0.8426 -1.0482 -0.1240
H -1.23912 -2.10055 0.65572 -0.1005 0.0449 -0.1206
H -1.45643 2.05435 0.60710 -2.0247 -0.0908 -0.7832
```
Forces are in eV/Å.

Results
SMILES ... NC/C(O)=C(\O)C(=[NH2+])O
LUMO energy (alpha / beta) ... -4.0 / -4.0 eV
Total energy ... -13407.387 eV
Relative energy (zero: lowest compared OMol25 entry of this formula, charge and spin) ... 58.35 kcal per mole
Total charge ... +1



# C12H48N24NiO16P

C12H48N24NiO16P as an isolated structure (ωB97M-V/def2-TZVPD, the OMol25 dataset).

Structure (XYZ):
```
102
Properties=species:S:1:pos:R:3:forces:R:3
Ni -0.49936 -1.14444 0.83659 -0.0397 -0.1467 -0.3082
P -0.04866 1.44813 0.49938 1.9193 -0.5146 -2.5410
O -1.31661 0.62997 0.12713 -1.5566 -0.2069 0.4225
O 0.35739 2.27864 -0.74600 -0.1033 -0.5536 1.4293
O 0.93261 0.16984 0.66020 0.4424 1.0537 0.6551
O -0.13983 2.24634 1.77947 -0.0764 0.2099 0.5217
C 0.14993 -0.48509 3.87253 -0.5518 -2.3404 1.1127
O -0.67712 -0.89893 3.03615 -0.1392 0.5820 -1.2009
N 0.75498 0.67951 3.89434 0.1111 1.1862 -0.6110
N 0.41996 -1.36997 4.89362 1.7103 1.2843 1.5491
H 1.41303 0.90304 4.62855 -0.3503 0.0846 -0.2650
H 0.44141 1.38941 3.18745 0.3609 -0.4065 0.2397
H 1.10885 -1.10308 5.63067 -1.1246 -0.5152 -1.0768
H 0.03024 -2.29760 4.90868 -0.0113 -0.0002 -0.3375
C -1.44249 -5.73242 -1.20449 0.9377 -0.7350 -1.3079
O -2.48120 -5.88959 -0.60259 -0.9857 -0.2322 0.8430
N -1.03816 -4.54620 -1.67333 0.4812 2.4789 0.2012
N -0.64591 -6.82663 -1.63517 -0.5338 0.5918 1.2733
H -1.42561 -3.66017 -1.27090 0.5039 -1.4409 -0.3652
H -0.06325 -4.42221 -1.94003 -0.4243 -0.1783 -0.0013
H 0.36726 -6.65847 -1.60359 -0.4797 -0.1473 -0.1999
H -0.95950 -7.57480 -1.02409 0.4983 -0.3063 -0.3329
C -1.04388 2.64624 -3.79788 -0.1301 -1.7336 0.0877
O -1.44998 3.35075 -4.68968 -0.6824 0.6298 -0.2388
N -1.85485 1.88582 -2.93039 0.5533 0.9953 -1.3908
N 0.31039 2.32914 -3.65034 -0.4432 0.4115 -0.0747
H -2.85891 2.05416 -3.00451 0.8155 -0.0765 0.4234
H -1.37421 1.56928 -2.09699 -0.6639 0.0152 0.4486
H 0.40703 2.09930 -2.68065 0.7472 -0.0976 1.0661
H 0.89437 3.13861 -3.85860 -0.2494 -0.1789 -0.1368
C 0.25628 -1.20823 -2.13316 -1.0430 -1.5859 -4.1528
O -0.24556 -1.88319 -1.24647 -0.2933 0.1332 2.2890
N -0.24687 -1.57700 -3.41234 0.6955 0.2731 1.8792
N 1.29640 -0.38902 -2.02606 -0.7431 -0.3978 -3.0445
H -1.04319 -2.16554 -3.37132 -0.5459 -0.3622 0.2497
H -0.08949 -1.19771 -4.29934 0.6560 1.1653 -0.9293
H 1.43719 -0.31463 -1.06767 1.0244 1.7379 2.4834
H 1.40302 0.33798 -2.76027 0.1072 -0.5703 1.2368
C -0.20087 5.41397 -2.60828 -0.9525 0.4390 -0.6614
O 0.92555 5.25187 -3.07181 0.3673 -0.0291 -0.0034
N -0.61877 4.80314 -1.46551 0.7799 -0.0571 -0.2613
N -1.09512 6.30390 -3.29458 -1.3458 -0.2137 3.2939
H -1.61889 4.63529 -1.37946 0.5435 0.1027 0.1932
H 0.06698 4.10484 -1.03145 -1.5338 0.7229 -0.7603
H -2.08708 6.45113 -2.94682 1.9838 -0.6354 -0.2237
H -1.10286 6.21657 -4.26357 0.4598 -0.3416 -1.7392
C 1.83906 -2.75277 1.85211 -0.5965 -1.0872 0.4021
O 0.74868 -2.83756 1.24174 1.0865 0.6751 0.7984
N 2.49008 -3.92953 2.19777 0.1793 -0.4063 0.1784
N 2.44836 -1.61702 2.26018 -1.2990 -2.6914 0.0299
H 1.94345 -4.77541 2.10533 -0.3589 0.3103 -0.1984
H 3.01795 -3.97390 3.05914 0.0234 0.4940 -0.1472
H 3.39884 -1.53956 2.40648 2.0668 -0.2689 0.4227
H 2.00444 -0.83111 1.95133 -1.5141 3.1761 -1.2572
C -3.02846 4.36368 0.52928 -0.2573 -0.4201 -0.1100
O -3.53392 5.39345 0.11956 -1.1869 0.0791 -1.0552
N -3.49478 3.06193 0.23256 2.5635 0.7676 2.2047
N -1.95436 4.47905 1.32532 -0.9315 -0.0301 -0.0276
H -2.92325 2.22710 0.40229 -0.0491 0.6833 -0.0236
H -4.19506 2.95878 -0.41340 -1.8022 0.1451 -1.6378
H -1.49179 3.66061 1.58346 1.4414 -1.2317 0.5504
H -1.54175 5.38975 1.36069 0.1656 -0.0016 0.0749
C 2.62891 -4.65079 -1.93147 -0.4615 1.9143 -2.6569
O 2.33023 -5.76725 -2.33895 -0.0356 0.3070 1.0787
N 2.58089 -3.53973 -2.87092 -0.1494 -3.7624 0.2328
N 3.01522 -4.29855 -0.68193 0.2991 -0.2474 0.4169
H 1.97072 -3.63193 -3.68727 0.4885 -0.3309 0.7088
H 2.64534 -2.64200 -2.54068 0.0742 2.4471 1.0605
H 3.36686 -3.40524 -0.38495 -0.2343 0.2606 -0.6782
H 2.99805 -4.93410 0.09106 -0.0588 -0.5346 -0.3228
C 4.57972 3.50729 -2.85020 -0.9199 -0.9089 0.1358
O 5.62223 2.90056 -2.62321 -0.1983 0.6785 -0.4936
N 3.40771 3.13957 -2.23819 -1.0184 1.2467 -0.4610
N 4.40281 4.50198 -3.79658 1.8781 -0.7808 0.0519
H 2.51925 3.67735 -2.33491 1.1524 -0.5599 0.1785
H 3.47732 2.48922 -1.49584 -0.0204 -0.3595 0.6724
H 3.52276 4.96122 -3.83408 -0.5991 0.1727 -0.4634
H 4.99232 4.34449 -4.61732 -0.6135 0.6365 0.4987
C -3.27943 -2.08743 0.32187 -0.2588 0.0081 0.1286
O -2.16705 -2.33842 0.81146 0.3486 -0.5763 0.4483
N -4.30171 -3.05373 0.31761 1.8825 1.5098 0.1410
N -3.54601 -0.85300 -0.17641 -1.9430 -0.9977 -0.9869
H -4.00179 -4.04076 0.33517 -0.3320 0.8261 -0.4084
H -5.00607 -2.68789 -0.28801 -0.8328 -1.0551 -0.2619
H -4.43196 -0.82425 -0.76722 2.0546 0.6344 1.1894
H -2.78235 -0.11723 -0.15053 -0.5832 -0.5659 -0.1386
C -1.52986 -4.87337 3.55255 0.0284 0.7844 1.2115
O -1.69955 -5.77492 4.34050 -0.4004 -0.8557 0.9195
N -1.47514 -5.06735 2.23932 0.9144 2.1490 -1.9487
N -1.35798 -3.56715 3.97607 -0.4156 0.0650 1.2898
H -1.42132 -4.19247 1.65818 -0.4129 -1.6156 0.4333
H -2.02607 -5.83162 1.94927 -0.2979 -0.7990 -0.8599
H -1.85428 -3.40126 4.88561 0.8077 -0.0131 -1.5558
H -1.32807 -2.82613 3.27814 -0.3456 0.1052 0.4588
C 1.00450 4.63301 4.23071 -1.0980 -0.5899 -0.1188
O 1.26292 5.34438 5.16166 0.3645 1.0106 1.9601
N -0.10434 3.82885 4.16292 0.0004 0.1098 0.0264
N 1.77890 4.57169 3.14751 1.9363 0.5118 -0.7527
H -0.78809 4.01948 4.89258 0.1245 -0.2731 -0.7718
H -0.29256 3.37773 3.25476 -0.3940 0.1279 0.9237
H 2.75784 4.84608 3.21169 -0.8000 0.0028 0.0031
H 1.49701 3.99425 2.40876 -0.1572 -0.9692 -1.2276
```
Forces are in eV/Å.

Results
LUMO energy (alpha / beta) ... 1.6 / 1.6 eV
Total energy ... -132099.413 eV
2S+1 ... 3
Expectation value of S² ... 2.004
Total charge ... -1



# C22H24F6N2O18

A 8-piece molecular cluster, C22H24F6N2O18 overall (ωB97M-V/def2-TZVPD, the OMol25 dataset).

Structure (XYZ):
```
72
Properties=species:S:1:pos:R:3:forces:R:3
C -1.98309 -0.46039 -0.02966 -1.9443 1.3039 -0.1912
C -2.04381 1.01254 -0.51227 -0.2297 0.7751 0.1276
O -0.90717 1.15096 -1.27869 1.3515 -1.2631 -0.0439
C -0.08063 -0.00663 -1.11837 -1.2268 1.9451 -0.0411
O 1.00621 -0.07910 -1.56885 0.4656 -0.2171 -0.1815
O -0.75377 -0.90553 -0.43352 2.2714 -0.9521 -0.3160
F -1.95323 1.90917 0.57924 -0.0249 -0.6505 -0.5376
H -2.70155 -1.08481 -0.53484 -0.5830 -0.0363 0.1906
H -2.06486 -0.50246 1.03747 -0.1446 -0.0689 0.5735
H -2.88388 1.40455 -1.12540 0.2480 -0.7506 0.5687
C 0.87318 -3.90599 1.87473 -1.2014 1.0584 -0.6922
C -0.16788 -2.84078 2.25541 0.6149 0.0913 -1.6677
O -0.39426 -3.08428 3.59490 -0.3606 1.3098 -0.1049
C -0.05848 -4.37492 3.86464 -1.0911 0.1628 1.2695
O -0.33523 -4.91139 4.88997 0.3400 0.0059 -0.3593
O 0.52797 -4.88966 2.81769 1.1422 -2.0216 -0.6274
F -1.29272 -3.17439 1.50783 -0.8795 -0.3203 0.2077
H 1.89562 -3.61136 1.99164 0.5415 0.2334 0.0852
H 0.65818 -4.20381 0.83418 0.2703 -0.3047 0.6678
H -0.01421 -1.81080 1.90218 0.5187 -0.2502 1.2271
C 3.07773 -2.32982 -2.48056 1.0510 0.0393 -1.1741
C 2.11409 -2.99325 -1.57622 0.6165 -0.4992 1.4865
O 2.58230 -2.60652 -0.29980 0.2092 0.8844 -0.0949
C 3.82185 -2.01181 -0.42092 0.6991 -0.8140 2.0838
O 4.53224 -1.74885 0.51206 -0.9035 0.0959 -0.2525
O 4.21111 -1.90093 -1.66115 -1.1656 -0.5733 -1.7262
F 2.12421 -4.36240 -1.56196 0.3778 -0.2534 -0.4819
H 2.62488 -1.44151 -2.86702 -0.2422 0.5075 -0.3529
H 3.37643 -2.99147 -3.29914 0.3217 0.1935 0.2694
H 1.11099 -2.72011 -1.76945 -1.0849 0.5287 0.1397
C -4.33429 -0.99053 -3.16076 -0.0080 -0.0498 0.9301
C -3.73768 -0.12457 -4.24408 0.3746 -0.3931 1.0523
O -2.46683 -0.66044 -4.47207 0.4627 -1.0222 0.8070
C -2.17572 -1.61361 -3.47874 -0.8218 0.4588 -0.2346
O -1.17508 -2.22589 -3.35178 0.5297 0.3082 -0.3882
O -3.23799 -1.75801 -2.66196 0.2139 0.0076 -0.6737
F -3.61804 1.10527 -3.66176 0.3110 0.7541 -0.5256
H -5.13380 -1.63301 -3.44296 -0.4789 -0.6687 -0.5258
H -4.67293 -0.39080 -2.32560 -0.2468 0.3588 -0.0379
H -4.25766 -0.06507 -5.17867 -0.3159 0.2931 -0.4089
C 3.81322 0.69593 2.93070 -0.7185 -1.2904 0.4409
C 3.32885 -0.78204 3.12980 0.5504 0.8276 -1.1816
O 2.09477 -0.80231 2.46871 -0.1198 0.4822 0.7463
C 1.61980 0.48690 2.33776 0.9631 -1.9039 -0.6783
O 0.53112 0.67344 1.92920 -1.5747 0.7481 -0.2975
O 2.56386 1.36105 2.55408 1.1127 0.6696 0.8865
F 3.17195 -1.03927 4.45302 -0.1909 -0.2240 0.3175
H 4.48323 0.75381 2.07198 0.0451 0.3013 0.3924
H 4.18638 1.06665 3.91224 -0.2378 0.0830 -1.0116
H 3.92373 -1.54962 2.62959 0.2127 0.1961 0.5087
C -4.61088 3.90012 1.19592 0.5661 -0.3489 0.1941
C -4.52872 2.69173 2.24653 1.8611 3.0477 -1.0257
O -4.64345 1.58188 1.47189 -0.5046 -0.2714 -1.1994
C -5.16668 1.94922 0.24496 -1.1290 -0.8385 -0.3960
O -5.57193 1.15044 -0.54287 0.5471 -0.0564 0.0744
O -5.25464 3.27020 0.06779 0.6332 -0.3563 0.9474
F -5.55705 2.85060 3.06631 -1.6894 -0.3503 1.2177
H -3.64032 4.29606 0.83018 -0.4679 -0.3535 0.5320
H -5.25183 4.71453 1.55405 0.2078 -0.3545 0.0111
H -3.62435 2.68690 2.86326 0.0036 -0.2378 -0.3790
C 1.36432 3.45277 0.45358 0.5419 -2.3861 0.9512
C 1.40016 4.54583 -0.44002 0.0391 1.0138 -0.1517
N 1.45608 5.43472 -1.15937 0.0133 0.3139 -0.3886
H 2.22140 2.78423 0.24205 -0.3331 0.3679 0.0295
H 0.48911 2.82590 0.28733 -0.1659 0.1881 0.0436
H 1.44683 3.64278 1.53280 -0.1759 0.5276 -0.4811
C 4.63819 2.68326 -2.38391 0.4691 1.2085 0.1065
C 4.53070 2.14796 -1.03195 -0.0751 0.2191 -0.1134
N 4.42592 1.83142 0.06496 0.0631 -0.2010 -0.0510
H 5.49855 2.24515 -2.89408 -0.1349 -0.0353 0.0464
H 4.84357 3.80031 -2.27494 -0.5107 -1.4173 -0.3332
H 3.72592 2.48190 -2.95731 0.2206 0.2247 0.1956
```
Forces are in eV/Å.

Results
SMILES ... O=C1OC[C@@H](F)O1.O=C1OC[C@@H](F)O1.O=C1OC[C@@H](F)O1.O=C1OC[C@@H](F)O1.O=C1OC[C@@H](F)O1.O=C1OC[C@@H](F)O1.CC#N.CC#N
LUMO energy ... 0.4 eV
Total energy ... -79344.109 eV